[1]
The following is a DFT calculation (wB97M-V/def2-TZVPD) of a structure of composition C18H11Cl6GaO4Si.

Calculated values
ΔE to the lowest compared entry with this formula, charge and spin (kJ/mol): 5.6

ORCA input file:
```
! RIJCOSX wB97M-V def2-TZVPD def2/J DEFGRID3
* xyz 0 1
Ga 0.96 0.83 0.29
Cl 0.99 3.40 -0.48
Cl 1.63 0.62 3.25
Cl 6.91 -0.25 2.51
Cl 6.42 -0.43 -0.57
Cl 4.50 0.25 4.44
Cl 3.53 -0.11 -1.70
Si -1.42 0.60 0.23
O 1.71 4.58 -0.77
O 1.49 2.24 -1.29
O 1.25 2.92 0.91
O -0.42 3.53 -0.68
C -2.40 -3.51 2.21
C -1.79 -1.04 1.05
C -1.92 0.63 -1.56
C 4.26 0.18 2.74
C -2.90 -1.18 1.89
C -3.49 1.23 -3.29
C -3.20 -2.41 2.47
C 2.75 0.31 0.84
C -3.10 1.25 -1.96
C -2.71 0.60 -4.24
C 2.99 0.35 2.20
C -1.14 0.00 -2.53
C 5.32 -0.05 1.88
C 3.82 0.05 0.00
C -1.30 -3.39 1.38
C 5.11 -0.12 0.50
C -1.53 -0.03 -3.86
C -1.00 -2.16 0.81
H -4.41 1.73 -3.59
H -2.64 -4.47 2.66
H -0.12 -2.09 0.17
H -4.06 -2.50 3.12
H -3.53 -0.32 2.11
H -3.01 0.59 -5.28
H -0.67 -4.25 1.19
H -0.20 -0.49 -2.26
H -2.07 1.67 1.00
H -0.91 -0.52 -4.60
H -3.72 1.76 -1.23
*
```

Löwdin atomic charge list, values in e, 2 entries: number 1, Ga, carries 0.59; number 2, Cl, carries 0.73

[2]
The following is a DFT calculation (wB97M-V/def2-TZVPD) of a structure of composition C18H12BF11NO7PdS2.

ORCA input file:
```
! RIJCOSX wB97M-V def2-TZVPD def2/J DEFGRID3
* xyz 1 1
Pd 0.03 2.77 0.55
S 3.03 3.38 -0.52
S 0.91 5.03 -0.75
F -4.13 4.14 -0.52
F 1.61 7.52 -1.11
F -6.21 0.00 -0.33
F -0.52 7.13 -1.11
F -4.14 -1.11 0.91
F 0.67 6.59 -2.83
F 5.14 2.93 0.92
F -1.97 0.47 1.51
F 4.05 4.72 1.48
F 5.26 4.70 -0.32
F -6.31 2.55 -1.06
O -2.03 3.11 0.76
O -0.23 0.35 -1.03
O 0.86 0.02 0.96
O 3.51 2.52 -1.53
O 2.18 2.76 0.53
O 0.58 5.15 0.65
O 0.01 4.09 -1.44
N 2.41 4.74 -1.07
C 0.87 -4.99 0.55
C -4.09 0.16 0.60
C -3.01 0.94 0.89
C 0.95 -2.47 0.83
C -2.98 2.36 0.51
C 0.63 -1.22 0.36
C 0.60 -3.57 0.04
C -5.19 0.75 -0.07
C -4.16 2.89 -0.19
C -0.05 -3.35 -1.17
C -0.25 -5.36 1.54
C -0.38 -2.08 -1.64
C 0.89 -6.02 -0.58
C 4.48 3.99 0.47
C 2.22 -5.05 1.29
C -0.02 -1.03 -0.84
C 0.66 6.70 -1.51
C -5.24 2.10 -0.46
B 0.31 0.90 0.09
H 3.03 -4.70 0.65
H 1.61 -5.75 -1.35
H -0.09 -6.14 -1.04
H -1.22 -5.30 1.05
H 2.22 -4.47 2.21
H 1.18 -6.98 -0.17
H 1.47 -2.58 1.77
H -0.25 -4.68 2.40
H -0.30 -4.20 -1.78
H 2.43 -6.08 1.56
H -0.11 -6.37 1.90
H -0.87 -1.93 -2.59
*
```

Löwdin atomic charge list, values in e, 2 entries: number 1, Pd, carries 1.06; number 2, S, carries 0.68

[3]
The following is a DFT calculation (wB97M-V/def2-TZVPD) of a cluster of 4 separate species, C18H12BF4O12 in total.

ORCA input file:
```
! RIJCOSX wB97M-V def2-TZVPD def2/J DEFGRID3
* xyz -1 1
F 1.10 1.92 0.92
F 0.85 4.12 0.06
F -0.10 2.24 -1.00
F -0.82 2.90 1.01
O -4.57 -0.17 -0.92
O 3.89 2.17 1.95
O 2.84 -0.21 1.61
O -0.44 -2.04 -2.15
O -4.02 2.15 -5.91
O 6.61 -2.36 3.78
O -2.11 -4.23 -1.26
O -2.01 2.52 -4.14
O -1.87 -2.15 2.99
O -6.90 0.30 -2.50
O 7.81 0.07 3.80
O -0.38 -0.17 2.19
C -3.26 1.29 -2.32
C -5.47 1.37 -4.22
C -0.15 -1.12 -0.15
C 3.98 -0.15 2.13
C -0.65 -1.12 1.31
C -0.82 -2.07 -1.07
C 4.60 1.12 2.39
C 6.60 -0.05 3.44
C -4.25 1.82 -4.66
C -1.52 -2.15 1.82
C -1.67 -3.15 -0.58
C -3.20 1.97 -3.74
C 4.66 -1.43 2.50
C -4.48 0.65 -1.89
C -1.92 -3.23 0.94
C 5.93 -1.27 3.34
C 5.96 1.14 3.02
C -5.62 0.74 -2.82
B 0.32 2.87 0.23
H -6.34 1.41 -4.86
H 4.40 -2.52 2.30
H 7.49 -2.10 3.99
H 0.46 -0.44 -0.64
H -6.70 -0.44 -2.05
H -2.65 -4.09 1.21
H 0.21 0.56 2.00
H -1.72 -4.21 -2.21
H -1.35 2.42 -3.27
H -2.48 1.35 -1.49
H 3.14 1.83 1.47
H 6.62 1.97 3.44
*
```

Löwdin atomic charge list, values in e, 2 entries: number 1, F, carries 0.09; number 2, F, carries 0.15

One value per record, in order, for LUMO energy: -0.279; -8.400; -0.413 eV.
One value per record, in order, for max |F|: 0.8; 0.9; 9.5 eV/A.
One value per record, in order, for HOMO level: -9.52; -11.76; -5.96 eV.